# 1
The following is a quantum chemistry calculation of 2 unconnected molecules or ions with the total composition C9H19BrNOPS, from the Open Molecules 2025 dataset.

Atoms and positions in Å:
C  0.9829  -1.7056  0.6447
C  0.7919  -0.8150  -0.6330
C  1.6134  -1.5210  -1.7528
C  1.4709  0.5560  -0.4253
C  0.6459  1.6093  0.3783
P  0.7899  1.4644  2.2097
S  2.3825  2.2837  2.9773
C  -0.8186  1.6111  -0.1605
C  -1.4584  0.2260  -0.3817
C  -2.0230  -0.3592  0.9533
C  -2.7254  0.4770  -1.2645
N  -0.6115  -0.7302  -1.1313
O  -0.6979  -0.5886  -2.4074
H  1.5932  -1.2074  1.3805
H  0.0375  -2.0669  1.0832
H  1.5732  -2.6196  0.3703
H  1.8304  -0.8267  -2.5738
H  2.5866  -1.7580  -1.3017
H  1.1288  -2.4411  -2.0882
H  1.6473  1.0044  -1.4181
H  2.4751  0.3956  -0.0082
H  1.0714  2.5895  0.1239
H  0.5846  0.1239  2.6127
H  -0.3444  2.1619  2.7171
H  -0.8951  2.2147  -1.0745
H  -1.4436  2.1347  0.5835
H  -1.5558  0.0695  1.8448
H  -3.0921  -0.1179  1.0194
H  -1.9801  -1.4519  0.9542
H  -3.4399  1.0407  -0.6460
H  -3.1732  -0.4600  -1.6035
H  -2.4830  1.1476  -2.0948
Br  3.5365  -2.4410  1.1126

Values from the calculation:
⟨S²⟩ ... 0.75
Multiplicity ... 2
Total charge ... -1
Total energy ... -3797.85045 a.u.
HOMO energy (alpha / beta) ... -3.47 / -3.46 eV
LUMO (alpha / beta) ... 2.7 / 2.7 eV

These are the natural (NBO) partial charges, in e, on atoms 1 to 4: C -0.681; C 0.082; C -0.616; C -0.426



# 2
The following is a quantum chemistry calculation of a gas-phase ion, C9H19ClN (charge +1), from the Open Molecules 2025 dataset.

Atoms and positions in Å:
C  -0.7340  2.3646  2.4032
C  -0.8709  1.3013  1.6414
C  -0.2136  -2.9020  0.5342
C  1.7398  1.2470  0.9143
C  -0.7654  1.4365  -1.1730
C  -0.5680  -0.6086  -2.5540
C  0.7479  -1.9016  -0.2263
C  0.5717  0.3483  1.1163
C  0.1182  0.2136  -1.3925
N  0.2099  -0.4997  -0.1098
Cl  -2.4593  0.4957  1.5804
H  -1.6055  2.9108  2.7473
H  0.1181  2.8869  2.5063
H  -1.2723  -2.7771  0.2491
H  0.2800  -3.8547  0.1163
H  -0.1245  -2.8347  1.6628
H  1.4871  1.9928  0.2869
H  2.5756  0.5946  0.6037
H  2.3276  1.5752  1.7372
H  -1.6591  1.0326  -0.7836
H  -0.3091  2.1349  -0.5701
H  -0.9839  1.9143  -2.1622
H  -0.5199  0.1049  -3.3962
H  -1.5406  -0.8846  -2.1859
H  -0.1568  -1.5980  -2.7554
H  0.8793  -2.1293  -1.3184
H  1.6856  -1.9794  0.1939
H  0.7258  -0.3642  1.9508
H  1.1628  0.4746  -1.6983
H  -0.8465  -0.6947  0.0814

Values from the calculation:
Multiplicity ... 1
ΔE to the lowest compared entry with this formula, charge and spin ... 12.2 kJ/mol
SMILES ... C=C(Cl)[C@H](C)[N@H+](CC)C(C)C
Total charge ... +1
Total energy ... -868.92299 a.u.
HOMO energy ... -13.56 eV
LUMO ... -2.5 eV

These are the natural (NBO) partial charges, in e, on atoms 1 to 4: C -0.400; C -0.024; C -0.639; C -0.677



# 3
The following is a quantum chemistry calculation of a molecular structure, C9H19ClNO3V, from the Open Molecules 2025 dataset.

Atoms and positions in Å:
O  3.8172  2.5606  3.1060
V  2.5647  1.9631  3.8924
O  1.3157  2.5618  3.1581
Cl  2.3486  -0.4137  3.8369
C  -1.4483  0.5219  1.2642
C  -1.3645  -0.6389  0.2493
C  -2.0989  -0.2255  -1.0258
C  -1.3297  0.7661  -1.8943
C  0.0517  0.2317  -2.2413
C  0.8428  -0.2184  -1.0121
N  -0.0053  -0.9602  -0.0958
O  0.7035  -1.6359  0.9008
C  1.9650  -1.1196  -1.5208
C  1.4689  1.0153  -0.3535
C  -2.0941  -1.8404  0.8118
H  -2.4822  0.7191  1.5630
H  -0.9716  0.2315  2.2083
H  -0.9875  1.4333  0.8920
H  -2.3318  -1.1371  -1.5892
H  -3.0762  0.2255  -0.8342
H  -1.9219  0.9429  -2.7951
H  -1.2768  1.7281  -1.3752
H  0.6121  1.0430  -2.7108
H  -0.1314  -0.5655  -2.9646
H  2.7864  -1.2527  -0.8225
H  2.3886  -0.6037  -2.3964
H  1.6101  -2.0312  -2.0017
H  1.8367  0.8670  0.6632
H  0.8726  1.9315  -0.3768
H  2.3724  1.3513  -0.8826
H  -2.0139  -2.7413  0.1996
H  -1.9125  -2.0788  1.8603
H  -3.1802  -1.6661  0.7841
H  1.0697  -0.9647  1.5027

Values from the calculation:
Multiplicity ... 1
ΔE to the lowest compared entry with this formula, charge and spin ... 25.5 kJ/mol
Total charge ... 0
Total energy ... -2038.93908 a.u.
HOMO energy ... -7.77 eV
LUMO ... -2.8 eV

These are the Löwdin partial charges, in e, on atoms 1 to 4: O -0.348; V 0.778; O -0.338; Cl -0.010



# 4
The following is a quantum chemistry calculation of a molecular structure, C9H19F2I2N2O5PtS2, from the Open Molecules 2025 dataset.

Atoms and positions in Å:
Pt  -22.5459  11.3913  -2.9125
N  -23.9959  10.7622  -4.3476
S  -24.7694  9.4595  -4.8772
O  -24.7015  9.0789  -6.2434
O  -25.9278  9.2080  -4.0766
F  -23.7937  8.3565  -4.1736
S  -24.8845  11.8853  -5.2863
O  -26.2462  11.9751  -4.9204
O  -24.4656  12.0352  -6.6292
F  -24.2024  13.1312  -4.5947
I  -23.3906  13.1980  -1.0419
I  -20.5171  12.0064  -4.7086
C  -19.8748  10.7459  -0.8705
C  -20.4126  9.3410  -0.6039
C  -20.4272  9.3188  0.9472
C  -21.3736  8.2836  1.5543
C  -22.7740  8.3359  0.9455
C  -22.8113  8.4032  -0.5845
N  -21.7568  9.2451  -1.1551
O  -21.7745  9.2140  -2.5722
C  -22.9023  7.0042  -1.2067
C  -24.1666  9.0715  -0.8780
C  -19.4375  8.2478  -1.0827
H  -20.5599  11.5001  -0.4880
H  -19.7952  10.9137  -1.9525
H  -18.8583  10.9461  -0.5260
H  -19.4111  9.0582  1.2509
H  -20.6598  10.3125  1.3300
H  -21.4672  8.4895  2.6236
H  -20.8850  7.3109  1.4428
H  -23.4398  9.0004  1.4884
H  -23.1523  7.3292  1.1683
H  -22.9313  7.0233  -2.2964
H  -22.0914  6.3530  -0.8658
H  -23.8686  6.5812  -0.9347
H  -24.2162  10.0664  -0.4202
H  -24.2876  9.3616  -1.9245
H  -25.0299  8.5061  -0.5323
H  -18.4634  8.7262  -1.2286
H  -19.6400  7.9776  -2.1244
H  -19.3144  7.3826  -0.4370
H  -21.4050  8.3477  -2.7962

Values from the calculation:
⟨S²⟩ ... 2.01
Multiplicity ... 3
ΔE to the lowest compared entry with this formula, charge and spin ... 0.0 kJ/mol
Total charge ... -1
Total energy ... -2550.85119 a.u.
HOMO energy (alpha / beta) ... -5.45 / -5.55 eV
LUMO (alpha / beta) ... 2.4 / 1.0 eV

These are the natural (NBO) partial charges, in e, on atoms 1 to 4: Pt 0.907; N -1.195; S 2.451; O -0.870



# 5
The following is a quantum chemistry calculation of a molecular structure, C9H19F6NO14S6Zr, from the Open Molecules 2025 dataset.

Atoms and positions in Å:
Zr  0.0328  0.3850  0.0064
S  2.1015  2.2807  0.6976
O  1.6211  3.4803  1.3795
O  1.5863  1.0640  1.3002
O  1.2643  2.0233  -0.4602
O  3.5226  2.1479  0.2980
O  -3.7096  1.4665  -1.2562
C  -2.5151  1.1431  -1.0623
O  -2.1765  0.0585  -0.5529
O  -1.4608  1.7368  -1.1838
H  -3.6955  2.4212  -1.3566
C  0.2808  -4.2620  0.4100
F  1.0472  -4.5690  -0.6482
F  -0.4685  -5.3616  0.7304
F  1.0845  -3.9540  1.4214
S  -0.8619  -2.7427  -0.0098
O  -0.5774  -2.3332  -1.3902
O  -2.2373  -3.2246  0.1049
N  -0.3563  -1.3893  1.0730
S  -1.0378  -1.9465  2.4877
O  -2.2474  -1.2231  2.8519
O  -1.0910  -3.4092  2.7117
C  0.1519  -1.2230  3.8237
F  0.3692  0.0877  3.5670
F  -0.2722  -1.4215  5.0543
F  1.2995  -1.8831  3.7220
C  0.8117  1.9691  -4.0484
S  0.6323  0.1637  -3.5845
O  0.3523  0.0942  -2.0774
C  -1.0216  -0.0797  -4.2949
H  0.2159  2.0791  -4.9545
H  1.8489  2.2862  -4.1564
H  0.3801  2.6484  -3.3133
H  -1.6064  -0.8581  -3.8049
H  -0.8966  -0.5086  -5.2891
H  -1.6777  0.7892  -4.3457
C  -3.7512  1.5363  2.2580
S  -2.0149  1.9480  2.7102
O  -1.0231  1.3621  1.6866
C  -2.1445  3.7765  2.4726
H  -3.9594  2.2541  1.4646
H  -4.3734  1.7113  3.1357
H  -3.8728  0.5358  1.8429
H  -2.9094  4.1549  3.1508
H  -2.3708  4.2319  1.5085
H  -1.2620  4.2709  2.8786
C  3.7656  -2.6281  0.0662
S  2.8004  -1.6145  -1.1465
O  1.6693  -0.9678  -0.4102
C  4.0300  -0.3091  -1.5197
H  3.4905  -2.4106  1.0982
H  4.7959  -2.2977  -0.0657
H  3.7290  -3.6798  -0.2177
H  4.7712  -0.5982  -2.2647
H  4.4014  0.1926  -0.6261
H  3.5351  0.5954  -1.8732

Values from the calculation:
Multiplicity ... 1
ΔE to the lowest compared entry with this formula, charge and spin ... 0.0 kJ/mol
Total charge ... 0
Total energy ... -4497.82324 a.u.
HOMO energy ... -9.02 eV
LUMO ... 0.0 eV

These are the natural (NBO) partial charges, in e, on atoms 1 to 4: Zr 2.362; S 2.637; O -0.968; O -1.072



# 6
The following is a quantum chemistry calculation of a molecular structure, C9H19FLaNO3P, from the Open Molecules 2025 dataset.

Atoms and positions in Å:
C  2.3603  -1.2948  2.9719
C  0.8296  -1.2130  2.5542
P  0.6896  0.0615  1.1855
C  0.1359  1.7376  1.7886
C  -0.2401  2.7387  0.5995
C  -0.4690  -0.5570  -0.2327
C  0.4979  -1.2729  -1.3192
N  0.0686  -1.1701  -2.7623
C  0.0198  0.2350  -3.2886
C  1.3964  0.9762  -3.4476
O  1.5205  1.6626  -4.3738
F  2.4059  0.8996  -2.5599
O  -1.4393  -1.5788  0.2270
C  -2.5322  -0.9784  0.9754
O  -3.4487  -0.1631  0.1587
H  2.9607  -0.8546  2.1284
H  2.7124  -2.3475  3.1135
H  2.5500  -0.6593  3.8695
H  0.2323  -0.8824  3.4373
H  0.4670  -2.1872  2.1260
H  -0.6562  1.6871  2.5724
H  1.0353  2.1995  2.2812
H  -1.2918  3.1101  0.7308
H  -0.0549  2.2954  -0.4203
H  0.3996  3.6562  0.6831
H  -1.0157  0.3930  -0.5939
H  0.4794  -2.3701  -1.0662
H  1.5395  -0.9332  -1.1047
H  0.5894  -1.7999  -3.3854
H  -0.4347  0.1616  -4.3669
H  -0.6822  0.9580  -2.7047
H  -3.1564  -1.8305  1.3541
H  -2.1901  -0.4385  1.8987
H  -3.1968  -0.2943  -0.7692
La  -2.0819  0.0531  -2.2606

Values from the calculation:
Multiplicity ... 1
ΔE to the lowest compared entry with this formula, charge and spin ... 300.5 kJ/mol
Total charge ... +3
Total energy ... -1106.15504 a.u.
HOMO energy ... -18.02 eV
LUMO ... -14.1 eV

These are the Löwdin partial charges, in e, on atoms 1 to 4: C -0.128; C -0.359; P 1.068; C -0.367



# 7
The following is a quantum chemistry calculation of a molecular structure, C9H19InNO5, from the Open Molecules 2025 dataset.

Atoms and positions in Å:
In  17.0107  10.6144  -13.5396
C  15.1181  8.9794  -10.5456
O  15.4676  8.8280  -11.9131
C  14.8114  7.7629  -12.6268
C  15.3954  7.4726  -14.0614
N  15.2795  8.6397  -14.9153
C  15.8292  8.4080  -16.2450
C  15.5919  9.6389  -17.1285
O  16.2914  10.7052  -16.5250
C  16.2765  11.9347  -17.2413
H  14.1315  9.4386  -10.4823
H  15.6894  9.7597  -10.0428
H  15.1594  8.0151  -10.0392
H  13.7306  7.8957  -12.5780
H  15.0169  6.8781  -12.0243
H  14.8661  6.6335  -14.5130
H  16.4450  7.1829  -14.0117
H  14.2754  8.5639  -14.9933
H  15.2170  7.6678  -16.7602
H  16.8562  8.0583  -16.1395
H  14.5370  9.9081  -17.1817
H  15.8923  9.3611  -18.1388
H  16.5247  12.6605  -16.4669
H  15.2938  12.2592  -17.5835
H  17.1159  11.9790  -17.9353
C  21.5322  13.9816  -10.5946
C  20.5324  13.4405  -9.5822
O  19.7463  12.6419  -10.2901
C  19.9872  12.6820  -11.5677
O  19.3159  12.0350  -12.2864
O  21.0923  13.4708  -11.8092
H  22.5415  13.5796  -10.5067
H  21.6135  15.0685  -10.5788
H  19.9134  14.2157  -9.1305
H  21.0874  13.0288  -8.7393

Values from the calculation:
Multiplicity ... 1
Total charge ... +3
Total energy ... -974.04723 a.u.
HOMO energy ... -18.84 eV
LUMO ... -16.8 eV

These are the natural (NBO) partial charges, in e, on atoms 1 to 4: In 1.284; C -0.275; O -0.505; C -0.092



Number 1: molecular weight 300.202 g mol⁻¹. Number 2: molecular weight 176.711 g mol⁻¹. Number 3: molecular weight 275.652 g mol⁻¹. Number 4: molecular weight 786.276 g mol⁻¹. Number 5: molecular weight 762.858 g mol⁻¹. Number 6: molecular weight 378.133 g mol⁻¹. Number 7: molecular weight 336.071 g mol⁻¹.